No. 1
C24H28CeNO2 | the ωB97M-V functional and the def2-TZVPD basis

Calculated values
highest occupied orbital energy (alpha / beta): -5.83 / -5.82 eV
E_tot: -1611.5387 hartree
LUMO energy (alpha / beta): -0.17 / -0.16 eV
max |F|: 4.811 eV Å⁻¹
⟨S²⟩: 0.75

```
! wB97M-V def2-TZVPD RIJCOSX def2/J DEFGRID3
* xyz 0 2
C -1.4408 0.9599 2.7517
C -1.9439 0.9288 1.4171
C -1.6521 -0.3438 0.8559
H -2.5163 1.7265 0.9354
C -0.9922 -1.1331 1.8572
C -0.8819 -0.3302 3.0425
H -0.6816 -2.1792 1.7535
C 1.2895 3.4668 1.2822
C -0.1154 3.3231 1.0621
C -0.2993 2.7670 -0.2429
H -0.8906 3.6415 1.7477
C 0.9793 2.5089 -0.8109
C 1.9749 2.9646 0.1343
H -1.9798 -0.7009 -0.1224
H -0.4881 -0.6547 4.0124
H -1.5291 1.7947 3.4570
H 3.0628 2.9699 -0.0283
H -1.2376 2.6331 -0.7643
H 1.7575 3.9566 2.1381
Ce 0.7117 0.7871 1.4396
C 1.2354 1.4962 -1.9413
C 2.6643 1.6747 -2.4476
C 0.1320 1.4672 -2.9790
H 2.8230 2.7210 -2.7478
H 2.8640 1.0313 -3.3137
H 3.4097 1.4474 -1.6662
H -0.0214 2.4385 -3.4623
H -0.8190 1.1560 -2.5253
H 0.3829 0.7095 -3.7293
C 1.1188 0.1560 -1.1568
C 1.8952 -1.1614 -1.1901
H 0.0582 -0.0716 -1.0110
H 1.6725 0.5445 -0.2660
O 2.7851 -1.2312 -0.2801
N 1.3535 -2.2020 -1.9669
C 0.5087 -3.1050 -1.1179
H 2.0605 -2.7081 -2.5067
C -0.9757 -3.0166 -1.3992
C -1.8674 -3.7254 -0.5755
H -1.4586 -4.3298 0.2407
C -3.2468 -3.6636 -0.7931
H -3.9181 -4.2230 -0.1369
C -3.7536 -2.9006 -1.8514
H -4.8301 -2.8624 -2.0223
C -2.8734 -2.2108 -2.6891
H -3.2608 -1.6438 -3.5362
C -1.4875 -2.2562 -2.4592
H -0.7944 -1.7302 -3.1212
H 0.6727 -2.8269 -0.0571
H 0.8647 -4.1442 -1.2115
C 1.8389 0.6206 4.7873
C 1.1104 1.6421 3.9669
O 0.6872 2.7083 4.2794
H 1.9680 -0.3260 4.2291
H 1.2348 0.4248 5.6943
H 2.8393 1.0143 5.0447
*
```

---

No. 2
C9H28O5 | the ωB97M-V functional and the def2-TZVPD basis

Calculated values
SMILES: CC(C)O.CC(C)O.CC(C)O.O.O
highest occupied orbital energy: -10.17 eV
E_tot: -735.8635 hartree
LUMO energy: 0.53 eV
relative energy (zero: lowest compared OMol25 entry of this formula, charge and spin): 67.5 kJ/mol
max |F|: 3.461 eV Å⁻¹

```
! wB97M-V def2-TZVPD RIJCOSX def2/J DEFGRID3
* xyz 0 1
C -0.8318 2.6208 -2.6861
C 0.1278 2.3585 -1.4978
C -0.5218 1.8200 -0.1950
O 1.0252 1.4520 -2.0333
H -1.7581 3.1449 -2.4511
H -1.1933 1.7154 -3.1736
H -0.3187 3.2978 -3.3692
H 0.6210 3.2796 -1.1873
H 0.1638 1.4276 0.5560
H -1.2954 1.0992 -0.4598
H -1.0390 2.6346 0.3121
H 1.5899 1.9253 -2.6486
C 2.4527 1.1676 3.1897
C 1.6423 -0.0562 3.6817
C 1.6545 -0.2784 5.2262
O 0.2828 0.0942 3.2364
H 2.2028 1.4306 2.1618
H 3.5098 0.9030 3.2122
H 2.3941 1.9727 3.9223
H 2.1114 -0.9055 3.1849
H 1.0738 -1.1815 5.4137
H 1.1805 0.4835 5.8450
H 2.6499 -0.4511 5.6355
H -0.2815 -0.6234 3.5334
C -3.1970 -0.5626 -1.8700
C -1.8563 -1.1859 -2.3711
C -1.6698 -2.5363 -1.6984
O -2.1547 -1.3627 -3.7390
H -3.0107 -0.3389 -0.8196
H -4.0360 -1.2464 -1.9992
H -3.5350 0.3700 -2.3219
H -1.0230 -0.4998 -2.2200
H -2.2967 -3.2942 -2.1683
H -1.8624 -2.4712 -0.6275
H -0.5906 -2.6863 -1.7298
H -1.4858 -1.9702 -4.0635
O 1.1621 -0.8826 -0.4412
H 0.9180 -0.2313 -1.0988
H 1.2040 -0.3913 0.3792
O 1.9621 -3.6378 -0.6148
H 1.6397 -2.7400 -0.5345
H 2.3894 -3.6637 -1.4709
*
```

---

No. 3
C42H42CuN6O4S | the ωB97M-V functional and the def2-TZVPD basis

Calculated values
highest occupied orbital energy (alpha / beta): -6.33 / -7.03 eV
E_tot: -4293.8265 hartree
LUMO energy (alpha / beta): 0.47 / -0.19 eV
relative energy (zero: lowest compared OMol25 entry of this formula, charge and spin): 0.0 kJ/mol
max |F|: 3.344 eV Å⁻¹
⟨S²⟩: 0.78

```
! wB97M-V def2-TZVPD RIJCOSX def2/J DEFGRID3
* xyz 0 2
Cu 14.9807 10.1475 9.5900
C 11.9765 10.1957 11.1014
C 11.3568 9.3869 9.9703
C 12.1899 8.2283 9.4041
C 11.5578 6.9854 9.2511
C 12.2268 5.8883 8.7336
C 13.6003 6.0508 8.3485
C 14.1429 7.3052 8.5141
N 13.4726 8.4230 9.0076
N 13.0093 11.1367 10.7004
C 13.5157 11.9202 11.8026
C 14.8059 11.4600 12.3142
C 15.4006 12.1439 13.3716
C 16.6254 11.7473 13.8451
C 17.1904 10.5995 13.3154
C 16.5559 9.9565 12.2559
N 15.4123 10.4097 11.6856
C 12.5661 12.0868 9.6703
C 13.7610 12.8403 9.0662
C 13.7156 14.2056 8.7919
C 14.7520 14.7946 8.0675
C 15.8877 14.0304 7.7213
C 15.8065 12.6874 8.0432
N 14.8308 12.0791 8.7056
H 13.4543 8.9986 11.7127
H 11.1131 10.7662 11.6009
H 11.0220 10.0448 9.1799
H 10.4967 8.9415 10.4652
H 10.5198 6.9266 9.5966
H 11.7809 4.9574 8.6102
H 14.2206 5.2265 7.9036
H 15.1466 7.5704 8.1726
H 12.7612 11.9265 12.6311
H 13.6673 12.9582 11.4572
H 14.9096 13.0178 13.7527
H 17.1736 12.2707 14.6307
H 18.1658 10.2036 13.6721
H 16.9627 9.0387 11.7596
H 11.8246 12.8233 10.0051
H 12.0800 11.5674 8.8053
H 12.7910 14.7750 9.0592
H 14.6972 15.8709 7.8301
H 16.7227 14.4176 7.1162
H 16.6116 12.0088 7.7512
C 23.1942 10.4488 12.1919
C 22.2241 10.6257 11.0761
C 20.8738 10.8951 11.2984
C 20.0782 11.2760 10.2789
C 20.5837 11.3595 9.0206
C 21.8579 10.9744 8.7028
C 22.6689 10.5720 9.7600
S 19.4971 11.8553 7.7432
O 20.2867 12.1650 6.5894
O 18.6695 12.9329 8.2808
N 18.5590 10.6332 7.4875
C 19.0567 9.2647 7.2918
C 18.8562 8.4414 8.5209
C 17.4476 8.4608 9.1460
O 17.0932 7.5752 9.8817
O 16.7397 9.5258 8.8892
H 23.6699 11.3819 12.5033
H 24.0314 9.8267 11.9651
H 22.6268 10.0792 13.0653
H 20.4966 11.0219 12.3113
H 19.0663 11.6516 10.4347
H 22.1682 10.8456 7.6621
H 23.7374 10.2896 9.5683
H 17.6884 10.6411 8.0841
H 20.0577 9.3587 6.9600
H 18.4728 8.8784 6.4196
H 19.5599 8.7760 9.3281
H 19.0780 7.3659 8.3023
N 12.5938 9.3215 12.1021
C 11.8250 8.3549 12.8109
C 10.6813 8.8088 13.5684
C 10.7575 9.8306 14.4370
C 9.6864 10.2060 15.2558
C 8.4776 9.5523 15.1220
C 8.3671 8.5213 14.1807
C 9.4526 8.1256 13.4813
C 12.4604 7.0763 13.0013
C 11.8801 6.0665 13.8521
C 12.4193 4.8329 14.0187
C 13.5313 4.4345 13.3045
C 14.1531 5.3851 12.4739
C 13.6512 6.6693 12.3242
H 11.7069 10.3885 14.5459
H 9.7616 10.9422 16.0439
H 7.6074 9.7757 15.7846
H 7.3987 7.9695 14.0744
H 9.4658 7.2416 12.8607
H 11.0023 6.3266 14.4102
H 11.8477 4.1322 14.5977
H 14.0303 3.4887 13.3974
H 15.0405 5.1718 11.9206
H 14.1337 7.3540 11.6464
*
```

---

No. 4
C3H6N2O3 | the ωB97M-V functional and the def2-TZVPD basis

Calculated values
SMILES: CNC(=O)N(O)C=O
highest occupied orbital energy: -9.96 eV
E_tot: -453.1272 hartree
LUMO energy: 0.71 eV
relative energy (zero: lowest compared OMol25 entry of this formula, charge and spin): 193.7 kJ/mol
max |F|: 0.639 eV Å⁻¹

```
! wB97M-V def2-TZVPD RIJCOSX def2/J DEFGRID3
* xyz 0 1
C -0.1556 0.2704 -2.4247
N 0.2654 -0.0636 -1.0874
C -0.4604 0.2584 -0.0088
O -1.5166 0.8417 0.0094
N 0.1381 -0.1629 1.2003
O 1.3632 -0.8409 1.1508
C -0.3744 0.0199 2.4425
O 0.2039 -0.3818 3.4254
H -0.2887 -0.6338 -3.0210
H -1.1053 0.7979 -2.3517
H 0.5805 0.9131 -2.9087
H 1.1384 -0.5519 -0.9558
H 1.5408 -1.0185 2.1026
H -1.3293 0.5519 2.4270
*
```

---

No. 5
C28H28N2O4 | the ωB97M-V functional and the def2-TZVPD basis

Calculated values
highest occupied orbital energy: -5.16 eV
E_tot: -1494.0968 hartree
LUMO energy: -1.29 eV
relative energy (zero: lowest compared OMol25 entry of this formula, charge and spin): 544.4 kJ/mol
max |F|: 2.773 eV Å⁻¹

```
! wB97M-V def2-TZVPD RIJCOSX def2/J DEFGRID3
* xyz 0 1
C 5.7922 -5.1049 -0.6832
O 4.8093 -4.4424 -1.5086
C 3.8958 -3.5893 -0.9860
C 2.9850 -3.0289 -1.9232
C 1.9991 -2.1690 -1.5203
C 1.8460 -1.7810 -0.1358
O 1.0154 -0.8981 0.2554
C 2.7827 -2.3877 0.7822
C 3.7859 -3.2397 0.3835
H 6.3257 -5.7286 -1.4019
H 6.4866 -4.3865 -0.2237
H 5.3258 -5.7364 0.0873
H 3.0960 -3.3074 -2.9709
H 1.3174 -1.7284 -2.2417
H 2.6709 -2.0986 1.8215
H 4.4815 -3.6424 1.1225
C -4.0844 -3.1888 4.7150
O -3.1646 -2.6741 3.7236
C -3.4910 -1.5231 3.0809
C -2.5604 -1.0554 2.1142
C -2.8675 0.0841 1.4142
C -4.0745 0.7795 1.6692
C -4.9958 0.3482 2.6136
C -4.7031 -0.8102 3.3313
N -4.1248 1.8816 0.8141
C -5.1971 2.8538 0.7690
C -3.0070 1.9159 0.0346
C -2.1802 0.8138 0.3504
C -0.9428 0.4463 -0.1877
C -0.4514 1.1314 -1.3165
C -1.2304 1.6692 -2.3654
N -0.4654 2.4804 -3.1542
C -0.9568 3.2654 -4.2737
C 0.8459 2.4860 -2.6861
C 0.8961 1.6605 -1.5291
C 1.9960 1.7148 -0.7048
C 3.1045 2.5059 -1.0864
O 4.2442 2.5636 -0.3486
C 4.2798 1.7952 0.8770
C 3.0568 3.2925 -2.2745
C 1.9123 3.3043 -3.0596
H -3.6166 -4.1079 5.0634
H -4.2040 -2.4829 5.5475
H -5.0666 -3.4042 4.2740
H -1.6340 -1.5914 1.9216
H -5.9166 0.9023 2.7849
H -5.4016 -1.1779 4.0857
H -5.9558 2.5711 1.5027
H -4.8138 3.8576 0.9977
H -5.6436 2.8865 -0.2343
H -2.8369 2.6981 -0.7040
H -0.4704 -0.3820 0.3072
H -2.3013 1.5596 -2.5308
H -0.1373 3.8696 -4.6711
H -1.3446 2.6006 -5.0561
H -1.7780 3.9213 -3.9519
H 1.9843 1.1438 0.2240
H 5.2738 1.9771 1.2834
H 3.5067 2.1447 1.5754
H 4.1374 0.7238 0.6765
H 3.9317 3.8865 -2.5299
H 1.8334 3.9324 -3.9433
*
```

---

No. 6
C20H30F3IN2O6P2S | the ωB97M-V functional and the def2-TZVPD basis

Calculated values
highest occupied orbital energy: -4.57 eV
E_tot: -3018.6066 hartree
LUMO energy: -3.11 eV
relative energy (zero: lowest compared OMol25 entry of this formula, charge and spin): 901.1 kJ/mol
max |F|: 4.803 eV Å⁻¹

```
! wB97M-V def2-TZVPD RIJCOSX def2/J DEFGRID3
* xyz 0 1
C 0.1768 0.3596 5.1980
C -0.5510 0.4377 3.7574
C 0.3264 1.1117 2.5888
I 2.4399 1.4246 3.2115
C 0.1769 0.4253 1.1284
C 0.2383 -1.1643 0.9417
C 0.9913 -1.9889 2.0909
O 1.4555 -3.2374 1.4662
C 0.3507 -4.1371 1.2497
C 0.0823 -4.4873 -0.2920
F -1.0536 -3.7810 -0.8344
F -0.2725 -5.8725 -0.3472
F 1.2139 -4.3455 -1.1360
S 1.8193 0.9438 0.3303
C 1.0354 2.5339 -0.1672
C 2.1080 3.7020 -0.3444
O 2.2293 4.5396 0.8646
N 1.0159 5.0449 1.2161
O 0.6661 4.6542 2.2861
N -0.3069 2.4964 -0.3135
P -1.2187 3.9314 -0.8533
O -0.4166 4.8324 -1.8161
C -0.8330 1.1186 0.0420
C -1.2177 0.2886 -1.2839
C -0.0897 0.2952 -2.4280
C 0.2192 1.5514 -3.3327
C 1.3130 1.4360 -4.4527
C 2.1210 0.1086 -4.7060
C 1.8401 -1.1260 -3.8029
C 2.6010 -2.5365 -3.9070
C 0.7370 -0.9787 -2.7256
P -2.5052 1.0681 1.0286
C -3.8882 1.9502 0.0912
O -3.0619 -0.5655 1.1649
H -0.5697 -0.0001 6.0089
H 0.4954 1.4144 5.5473
H 1.0507 -0.3890 5.2234
H -1.4949 1.0848 3.9295
H -0.9526 -0.6041 3.4741
H -0.0739 2.1930 2.4717
H -0.7731 -1.6750 0.7716
H 0.8400 -1.3538 -0.0303
H 0.2647 -2.3007 2.9364
H 1.9265 -1.4985 2.5185
H -0.6388 -3.8164 1.7196
H 0.6331 -5.1367 1.7583
H 1.9967 4.3266 -1.2924
H 3.1377 3.1831 -0.4301
H -1.5660 4.7749 0.2776
H -2.4029 3.5283 -1.5894
H -2.1294 0.8310 -1.7521
H -1.6061 -0.7752 -1.0483
H -0.3777 2.5294 -3.1961
H 1.5686 2.2968 -5.1666
H 2.9092 0.0011 -5.5215
H 1.9083 -3.4111 -4.1699
H 3.5139 -2.4955 -4.5908
H 3.0033 -2.7573 -2.8436
H 0.5132 -1.9074 -2.0793
H -4.0449 1.5853 -0.9867
H -3.7796 3.0951 0.1550
H -4.8678 1.7015 0.6566
H -3.4749 -0.8404 0.3012
O -2.7047 -6.9918 0.8092
H -2.0466 -6.6258 0.2247
*
```